(1)
{
  "formula": "C2H6OSn",
  "method": "ωB97M-V with the def2-TZVPD basis set",
  "relative_energy_kcal_mol": 20.4,
  "charge": 2,
  "energy_ev": -10028.51423,
  "species": ["Sn", "C", "C", "O", "H", "H", "H", "H", "H", "H"],
  "coordinates": [[0.60, 2.54, -2.55], [-0.52, -1.05, 0.41], [0.57, -0.03, 0.11], [-0.01, 1.28, -0.15], [-1.08, -1.22, -0.50], [-1.21, -0.69, 1.18], [-0.05, -1.98, 0.72], [1.13, -0.39, -0.75], [1.23, 0.07, 0.98], [-0.66, 1.46, 0.55]],
  "nbo_charge": [1.901, -0.640, -0.078, -0.848, 0.219, 0.232, 0.272, 0.180, 0.221, 0.540]
}

=====

(2)
{
  "formula": "C2H6S2",
  "method": "ωB97M-V with the def2-TZVPD basis set",
  "smiles": "C=C.SS",
  "relative_energy_kcal_mol": 32.0,
  "energy_ev": -23840.42594,
  "species": ["C", "C", "H", "H", "H", "H", "S", "S", "H", "H"],
  "coordinates": [[3.04, -0.23, -0.81], [2.57, -0.38, 0.42], [3.37, -1.12, -1.33], [3.25, 0.74, -1.25], [2.79, -1.26, 1.01], [2.05, 0.42, 0.91], [-1.27, 0.93, 0.75], [-1.28, -0.58, -0.67], [-2.57, 0.83, 1.08], [-1.09, -1.64, 0.14]],
  "nbo_charge": [-0.385, -0.385, 0.188, 0.199, 0.193, 0.188, -0.126, -0.123, 0.127, 0.124]
}

=====

(3)
{
  "formula": "C2H6S2",
  "method": "ωB97M-V with the def2-TZVPD basis set",
  "smiles": "C=C.SS",
  "relative_energy_kcal_mol": 34.1,
  "energy_ev": -23840.33608,
  "species": ["C", "C", "H", "H", "H", "H", "S", "S", "H", "H"],
  "coordinates": [[-2.85, -1.20, 0.10], [-2.72, 0.01, -0.34], [-2.95, -1.47, 1.16], [-2.63, -2.10, -0.47], [-2.89, 0.83, 0.34], [-2.51, 0.30, -1.44], [1.70, -0.73, -0.04], [0.95, 1.29, 0.07], [0.47, -1.32, 0.33], [1.67, 1.84, 1.08]],
  "nbo_charge": [-0.401, -0.380, 0.193, 0.189, 0.195, 0.203, -0.144, -0.146, 0.154, 0.136]
}

=====

(4)
{
  "formula": "C2H6S2",
  "method": "ωB97M-V with the def2-TZVPD basis set",
  "smiles": "C=C.SS",
  "relative_energy_kcal_mol": 40.8,
  "energy_ev": -23840.04392,
  "species": ["C", "C", "H", "H", "H", "H", "S", "S", "H", "H"],
  "coordinates": [[-1.04, 3.40, -0.63], [0.28, 3.30, -0.63], [-1.68, 3.79, 0.29], [-1.57, 3.27, -1.67], [0.90, 3.58, 0.30], [0.83, 3.23, -1.66], [0.31, -2.62, 0.01], [0.00, -0.61, 0.67], [1.61, -2.36, -0.30], [-0.60, -0.06, -0.38]],
  "nbo_charge": [-0.413, -0.418, 0.213, 0.203, 0.207, 0.208, -0.129, -0.135, 0.135, 0.129]
}

=====

(5)
{
  "formula": "C2H7BO",
  "method": "ωB97M-V with the def2-TZVPD basis set",
  "smiles": "CB(C)O",
  "relative_energy_kcal_mol": 0.0,
  "energy_ev": -4912.49373,
  "species": ["C", "B", "C", "O", "H", "H", "H", "H", "H", "H", "H"],
  "coordinates": [[-0.61, -0.06, 1.41], [0.28, 0.11, 0.16], [-0.12, -0.03, -1.41], [1.56, 0.24, 0.50], [0.13, 0.16, 2.14], [-0.93, -1.12, 1.60], [-1.50, 0.50, 1.48], [0.61, 0.46, -2.17], [-1.16, 0.40, -1.68], [-0.23, -1.07, -1.65], [1.98, 0.42, -0.38]],
  "nbo_charge": [-1.001, 0.947, -0.996, -0.851, 0.238, 0.242, 0.237, 0.215, 0.238, 0.243, 0.488]
}

=====

(6)
{
  "formula": "C2H7BO",
  "method": "ωB97M-V with the def2-TZVPD basis set",
  "smiles": "CB(C)O",
  "relative_energy_kcal_mol": 6.5,
  "energy_ev": -4912.21135,
  "species": ["C", "B", "C", "O", "H", "H", "H", "H", "H", "H", "H"],
  "coordinates": [[-0.03, -1.43, 0.06], [0.47, 0.10, -0.08], [-0.74, 1.22, -0.03], [1.82, 0.34, -0.09], [0.67, -2.22, -0.07], [-0.90, -1.83, -0.53], [-0.53, -1.54, 1.09], [-1.52, 0.68, 0.68], [-1.21, 1.25, -1.07], [-0.29, 2.19, 0.13], [2.26, 1.24, -0.10]],
  "nbo_charge": [-1.002, 0.980, -1.001, -0.899, 0.229, 0.238, 0.234, 0.248, 0.241, 0.225, 0.506]
}